Formula: C3H7N3S
Source: the Open Molecules 2025 dataset
Level of theory: ωB97M-V/def2-TZVPD

Structure (XYZ):
```
14
Properties=species:S:1:pos:R:3:forces:R:3:lowdin_charge:R:1
C 0.3828 -0.3955 1.7571 -1.99 4.26 1.25 -0.047
C 0.5473 -0.4447 0.3540 4.32 0.34 -5.70 -0.489
C -1.6040 0.8649 -0.2814 2.40 -3.30 -0.77 -0.657
H -0.7353 -0.5687 2.0230 2.32 0.49 0.08 0.067
H 0.7422 0.8869 1.8351 -1.58 -3.62 0.50 0.205
H 1.1306 -0.8879 2.2935 0.86 -1.00 0.79 0.050
H 1.9951 -0.3808 -1.1632 0.51 -0.49 -1.02 -0.022
H -0.4152 -0.8638 -2.1974 1.93 2.19 -0.16 0.137
H 1.1503 0.1860 -1.7393 -5.51 -0.08 -1.41 0.138
H -1.9125 1.1015 -1.2625 -0.14 0.96 -0.97 0.035
N 1.7263 -0.6138 -0.2568 -0.90 -1.29 6.26 0.092
N -0.4538 -0.0440 -0.5001 -2.55 2.85 0.11 -0.214
N -0.0461 0.1018 -1.8422 1.29 -1.91 -0.79 -0.021
S -2.5079 1.0581 0.9802 -0.97 0.60 1.84 0.725
```
Positions in Å, forces in eV/Å.

Structure (SMILES): [H]/N=C(/C)N(N)C=S
Strongest force on any atom, eV/A: 7.16
Charge: 0
Gap between HOMO and LUMO, eV: 8.7459

---

Formula: C3H7N3S
Source: the Open Molecules 2025 dataset
Level of theory: ωB97M-V/def2-TZVPD

Structure (XYZ):
```
14
Properties=species:S:1:pos:R:3:forces:R:3:lowdin_charge:R:1
C -2.7590 -1.1423 -0.1792 1.08 -2.89 -1.28 -0.054
C 0.0708 1.6944 -0.9336 0.21 1.07 -2.03 -0.238
C 2.6261 -0.7194 0.7317 -3.23 -2.55 0.73 -0.408
N -2.4269 -0.0641 0.3356 0.03 2.39 1.22 -0.217
N -2.2131 0.9311 0.8134 0.36 0.66 0.30 0.209
N 0.9296 0.8140 -0.6800 -0.12 -1.16 0.29 -0.414
S 1.6206 0.7870 0.8409 0.68 -0.19 0.57 0.791
H -1.9734 -1.8344 -0.4228 0.14 -0.05 -0.06 0.066
H -3.7529 -1.4030 -0.3181 -1.63 -0.11 -0.13 0.044
H -0.3547 1.6441 -1.9604 0.01 0.10 0.81 0.076
H -0.0618 2.6303 -0.3923 -0.40 -0.25 0.45 0.058
H 2.3339 -1.2795 -0.1845 0.38 0.77 0.31 0.040
H 2.3132 -1.4971 1.5532 0.58 1.74 -1.14 0.066
H 3.6473 -0.5611 0.7961 1.91 0.48 -0.03 -0.017
```
Positions in Å, forces in eV/Å.

Strongest force on any atom, eV/A: 4.17
Charge: 0
Gap between HOMO and LUMO, eV: 9.4355

---

Formula: C3H7N3S2
Source: the Open Molecules 2025 dataset
Level of theory: ωB97M-V/def2-TZVPD

Structure (XYZ):
```
15
Properties=species:S:1:pos:R:3:forces:R:3:lowdin_charge:R:1
C 0.6834 1.1815 0.0359 -0.06 -0.11 0.25 -0.096
C -0.3890 0.9281 1.1438 1.42 0.53 0.40 -0.189
C -0.4693 -0.8228 -0.4167 0.41 0.56 -1.29 -0.881
H 1.9873 -1.1056 -1.5135 -0.02 0.55 -0.28 0.100
H 0.9430 -0.4921 -2.5456 -0.17 -0.25 -1.37 0.055
H 1.7272 1.2805 0.3700 -0.44 -0.12 0.28 0.119
H 0.4714 2.0851 -0.5283 -0.19 0.06 -0.28 0.111
H -1.0577 1.7733 1.3211 0.32 0.04 -0.01 0.112
H 0.0965 0.6383 2.1096 -0.42 0.15 -0.61 0.124
H -1.6978 -1.9534 1.7660 0.13 -0.55 0.38 -0.130
N 1.5036 -0.2257 -1.7684 0.58 -1.24 0.32 0.075
N 0.5641 -0.0198 -0.7933 -0.84 1.05 2.22 -0.244
N -1.1446 -0.1527 0.5831 0.21 -0.84 -0.84 -0.564
S -2.3769 -0.8677 1.4260 -0.97 -0.07 0.32 0.812
S -0.8411 -2.2470 -1.1897 0.05 0.25 0.49 0.596
```
Positions in Å, forces in eV/Å.

Structure (SMILES): NN1CCN(S)C1=S
Strongest force on any atom, eV/A: 2.59
Charge: 0
Gap between HOMO and LUMO, eV: 9.1382

---

Formula: C3H7N3S2
Source: the Open Molecules 2025 dataset
Level of theory: ωB97M-V/def2-TZVPD

Structure (XYZ):
```
15
Properties=species:S:1:pos:R:3:forces:R:3:lowdin_charge:R:1
C -0.8841 0.3570 -0.2596 0.23 -0.07 -0.03 -0.758
C 1.7260 0.0078 0.5877 1.00 -0.37 0.37 -0.287
C 1.3098 -1.2775 -0.1263 0.11 -0.08 0.43 -0.465
H -4.0218 -0.8568 -0.6876 0.19 0.18 0.17 -0.140
H -2.3695 1.6295 -0.5256 -0.19 0.53 -0.03 0.061
H 1.6680 2.0061 0.1608 0.42 0.60 0.27 0.096
H 2.8445 0.0401 0.6326 -0.85 0.01 -0.09 0.126
H 1.3658 -0.0044 1.6417 -0.04 0.10 -0.54 0.121
H 1.6234 -2.1763 0.4378 -0.16 0.50 -0.23 0.078
H 1.7694 -1.3069 -1.1117 -0.10 -0.01 -0.04 0.072
N -2.2428 0.6389 -0.4848 0.04 -0.56 0.14 -0.447
N -0.0962 1.3517 -0.1811 -0.39 -0.10 -0.13 0.013
N 1.2845 1.1569 -0.1810 -0.45 -0.81 -0.03 -0.088
S -3.4733 -0.1909 0.3579 0.09 -0.04 -0.25 0.709
S -0.5037 -1.3751 -0.2607 0.10 0.13 -0.01 0.907
```
Positions in Å, forces in eV/Å.

Structure (SMILES): SNC1=NNCCS1
Strongest force on any atom, eV/A: 1.13
Charge: 0
Gap between HOMO and LUMO, eV: 8.8154

---

Formula: C3H7N3Si
Source: the Open Molecules 2025 dataset
Level of theory: ωB97M-V/def2-TZVPD

Structure (XYZ):
```
14
Properties=species:S:1:pos:R:3:forces:R:3:lowdin_charge:R:1
C -0.0229 0.5510 -0.3534 1.15 1.52 3.09 -0.276
C -0.4783 -0.8238 -0.1388 -0.03 -0.14 0.16 -0.261
C -1.0923 -1.0352 1.2584 -0.20 0.37 -0.19 -0.214
N 0.3101 1.3377 1.1902 -0.99 -0.14 -4.71 0.065
N -0.0566 -0.6716 2.2157 -0.13 -1.34 0.46 0.006
N 0.3892 0.4515 2.0100 0.59 -0.40 1.47 -0.158
Si 1.1195 1.1828 -1.6838 -0.54 -0.04 0.21 0.618
H -1.2600 -1.0116 -0.8795 -0.09 -0.09 -0.08 0.128
H 0.3201 -1.5587 -0.3181 -0.07 0.01 -0.03 0.117
H -1.9557 -0.3700 1.3811 0.00 -0.07 -0.09 0.117
H -1.3845 -2.0684 1.4352 0.03 0.11 -0.03 0.106
H 1.7275 2.4166 -1.2083 0.14 0.28 0.01 -0.081
H 0.2424 1.4010 -2.8384 -0.02 0.11 -0.30 -0.083
H 2.1414 0.1985 -2.0704 0.15 -0.16 0.04 -0.083
```
Positions in Å, forces in eV/Å.

Structure (SMILES): [SiH3]C1=NN=NCC1
Strongest force on any atom, eV/A: 4.82
Charge: 0
Gap between HOMO and LUMO (spin up / spin down), eV: 7.8785 / 7.7305

---

Formula: C3H7N4O
Source: the Open Molecules 2025 dataset
Level of theory: ωB97M-V/def2-TZVPD

Structure (XYZ):
```
15
Properties=species:S:1:pos:R:3:forces:R:3:lowdin_charge:R:1
C -2.0483 2.0830 -1.8826 0.81 -0.51 1.24 0.252
C -1.0421 -0.1445 0.6434 -2.32 1.20 1.70 -0.551
C 3.0053 -1.4476 -0.2778 0.08 -1.78 1.18 0.039
N -1.5128 1.4940 -1.0468 -2.48 0.55 -1.46 -0.037
N -0.8842 0.7807 -0.2968 3.68 -1.19 0.20 0.119
N -2.1705 -0.1744 1.3572 -1.73 -0.41 1.57 0.197
N 2.1580 -0.5552 -0.1798 -2.23 2.40 1.58 0.087
O -0.1330 -0.8738 1.0639 3.05 -0.23 -0.74 0.066
H -2.4103 2.8055 -2.5406 -0.50 0.66 -0.72 0.089
H 2.7061 -2.3902 0.1808 0.72 -0.41 -0.74 0.116
H 3.9476 -1.1032 -0.6130 1.27 -0.86 -0.47 0.097
H -2.9628 0.3857 1.1013 0.01 0.18 -0.22 0.110
H -2.2744 -0.5856 2.3214 0.74 0.26 -1.87 0.166
H 1.0134 -0.5998 0.5428 -0.37 -0.70 -0.77 0.141
H 2.6079 0.3253 -0.3734 -0.72 0.82 -0.47 0.109
```
Positions in Å, forces in eV/Å.

Strongest force on any atom, eV/A: 3.87
Charge: +1
Gap between HOMO and LUMO, eV: 10.4193

---

Formula: C3H7N4O3
Source: the Open Molecules 2025 dataset
Level of theory: ωB97M-V/def2-TZVPD

Structure (XYZ):
```
17
Properties=species:S:1:pos:R:3:forces:R:3:lowdin_charge:R:1
C 0.2355 1.9582 0.1496 0.84 -0.16 0.01 -0.482
C -1.2746 -0.0486 -0.1361 -0.31 1.20 -0.39 -0.463
C 1.7602 0.2415 -0.3303 -0.16 1.59 -1.00 -0.203
N -0.8502 1.3055 -0.3083 -1.87 0.98 -1.20 0.187
N 1.3166 1.0315 0.5876 -1.37 0.31 2.73 0.182
N -0.4617 -0.9626 0.1254 0.13 -1.50 0.03 -0.002
N -1.0111 -2.2848 0.0307 -0.28 -1.19 2.24 -0.001
O 0.4642 3.1232 0.1595 -0.38 -0.01 0.01 0.186
O -2.5804 -0.0973 -0.3470 -1.02 -1.34 -0.35 0.131
O 2.8037 -0.4603 -0.3513 1.28 -1.72 -0.20 0.222
H 1.3374 0.4329 -1.3363 0.22 -0.53 0.58 0.193
H -1.5218 1.9278 -0.8553 1.02 -1.20 1.28 0.218
H 1.2876 0.9005 1.6477 0.95 0.01 -1.99 0.230
H -1.7786 -2.5149 0.8040 2.20 0.87 -1.79 0.147
H -2.9501 -1.0242 -0.4918 1.05 1.43 0.22 0.165
H -0.1874 -2.9108 0.2525 -1.57 0.83 -0.33 0.102
H 3.4107 -0.6178 0.3995 -0.75 0.41 0.15 0.188
```
Positions in Å, forces in eV/Å.

Structure (SMILES): N/N=C(\O)NC(=O)/[NH+]=C/O
Strongest force on any atom, eV/A: 3.07
Charge: +1
Gap between HOMO and LUMO, eV: 9.2090

---

Formula: C3H7N5
Source: the Open Molecules 2025 dataset
Level of theory: ωB97M-V/def2-TZVPD

Structure (XYZ):
```
15
Properties=species:S:1:pos:R:3:forces:R:3:lowdin_charge:R:1
C -0.4192 -0.6285 -0.1827 -2.80 -0.34 -1.46 -0.590
C 0.9140 0.0084 -0.6170 0.79 -0.07 1.12 -0.472
C -0.5687 -0.3332 1.5847 1.49 0.11 1.77 0.055
N 0.9932 1.3864 -0.5978 -0.16 0.25 0.05 0.099
N -1.5685 0.3605 -0.3277 1.14 -0.75 -0.56 0.043
N -0.5560 -1.9208 -0.3321 0.71 0.47 -1.31 0.009
N 1.9023 -0.6755 -1.0137 -0.22 0.18 -0.28 0.135
N 0.0099 0.1249 2.4862 -0.24 0.56 0.38 0.234
H 1.9277 1.7377 -0.7455 -0.07 -0.01 0.00 0.095
H 0.4486 1.8881 0.0848 0.05 -0.05 0.02 0.074
H -2.4487 -0.1221 -0.4449 0.09 0.16 -0.17 0.077
H -1.4227 1.2032 -0.8655 -0.07 -0.39 -0.38 0.059
H -1.1143 -2.1819 -1.1406 -0.49 0.03 0.52 0.037
H 0.2367 0.8180 3.1739 0.06 -0.19 0.04 0.106
H 1.6658 -1.6653 -1.0619 -0.26 0.04 0.26 0.041
```
Positions in Å, forces in eV/Å.

Strongest force on any atom, eV/A: 3.18
Charge: 0
Gap between HOMO and LUMO (spin up / spin down), eV: 7.3991 / 7.3975

---

Formula: C3H7N5
Source: the Open Molecules 2025 dataset
Level of theory: ωB97M-V/def2-TZVPD

Structure (XYZ):
```
15
Properties=species:S:1:pos:R:3:forces:R:3:lowdin_charge:R:1
C 1.0623 -0.3590 -0.3861 3.31 0.95 -1.92 -0.366
C -0.2243 0.3466 -0.1655 -1.32 -0.62 -0.04 -0.099
C -0.1334 -1.7509 0.6525 2.56 -2.50 -0.74 -0.202
H 0.9444 1.9688 -1.2713 0.64 -0.09 0.31 0.046
H 2.6818 2.2213 -1.1655 -1.67 -1.65 -0.35 0.113
H -0.6775 0.8200 -1.1117 0.36 -0.68 1.59 0.148
H -0.0969 1.0023 0.6929 0.05 1.14 -0.36 0.128
H -2.8841 -0.4175 0.4107 0.20 0.16 0.93 0.104
H -2.0256 0.0738 1.7952 -0.52 0.89 0.62 0.071
H -0.5361 -2.5837 1.1948 0.13 -0.44 0.26 0.125
N 1.8747 1.5530 -1.3549 0.90 1.44 -0.10 -0.052
N 2.0808 0.2584 -0.9459 -1.33 -1.55 1.51 -0.014
N -0.9698 -0.7741 0.4192 -1.48 1.71 -0.90 -0.212
N -2.1774 -0.6424 1.1235 0.27 -0.77 -1.50 0.090
N 1.0811 -1.7165 0.1122 -2.11 2.01 0.70 0.118
```
Positions in Å, forces in eV/Å.

Structure (SMILES): N/N=C1\CN(N)C=N1
Strongest force on any atom, eV/A: 3.94
Charge: 0
Gap between HOMO and LUMO, eV: 8.0511

---

Formula: C3H7N5
Source: the Open Molecules 2025 dataset
Level of theory: ωB97M-V/def2-TZVPD

Structure (XYZ):
```
15
Properties=species:S:1:pos:R:3:forces:R:3:lowdin_charge:R:1
C 0.9263 -0.4199 -0.0976 1.03 0.09 -0.14 -0.369
C 0.4210 -1.6770 -0.1354 2.24 -2.06 1.26 -0.082
C -1.2665 -0.2506 -0.0701 -6.00 -2.06 -0.24 -0.529
H 2.2600 1.0048 0.5729 0.28 1.36 1.45 0.022
H 3.0796 -0.6418 -0.0236 -3.64 4.16 0.57 0.220
H 1.1262 -2.6036 0.0185 -2.09 1.78 -0.45 0.129
H -1.5218 -2.2272 0.5765 0.51 0.93 -1.13 0.147
H -2.2407 1.2429 -0.1737 -1.08 -0.10 0.59 0.006
H -0.5957 2.3604 -0.8307 1.03 -1.05 -0.08 0.109
H -0.6351 2.1272 0.6758 -0.05 -0.58 1.18 0.074
N 2.1921 0.2309 -0.0036 2.09 -7.19 -2.70 0.072
N -1.0748 -1.6623 -0.1867 2.77 0.96 1.20 0.085
N -2.4494 0.2678 0.0894 1.48 0.36 -0.43 0.097
N -0.1619 0.4081 -0.3128 2.03 3.78 0.15 -0.080
N -0.0591 1.8403 -0.0988 -0.61 -0.37 -1.23 0.098
```
Positions in Å, forces in eV/Å.

Structure (SMILES): [H]/N=c1/[nH]cc(N)n1N
Strongest force on any atom, eV/A: 7.96
Charge: 0
Gap between HOMO and LUMO, eV: 8.2099